a:
The following is a quantum chemistry calculation of one molecule with the formula C6H11NO, from the Open Molecules 2025 dataset.

Summary:
SMILES   C=CC[C@H](C=O)NC
Kohn-Sham gap   9.848 eV
LUMO   0.901 eV

Geometry as ORCA input:
```
! RIJCOSX wB97M-V def2-TZVPD def2/J DEFGRID3
* xyz 0 1
C 1.6211 1.8608 0.8470
N 1.6316 0.4301 0.5330
C 0.3103 0.1808 -0.2492
C -0.3699 -1.0933 0.3850
C -1.4526 -0.7455 1.3438
C -2.7251 -1.1019 1.2635
C 0.7025 0.0921 -1.7387
O -0.1162 0.0006 -2.5970
H 1.3748 2.4524 -0.0523
H 0.9437 2.1282 1.6048
H 2.5576 2.2618 1.3448
H 2.4689 0.0743 0.1715
H -0.4367 1.0570 -0.3256
H -0.6069 -1.7394 -0.4969
H 0.4987 -1.6610 0.8063
H -1.0405 -0.4571 2.3974
H -3.0456 -1.3101 0.2988
H -3.4554 -1.1216 2.0685
H 1.7314 0.1430 -1.8803
*
```

Atomic partial charges in e from the Mulliken method, atoms 1 to 2:
1 C -0.884
2 N -0.448



b:
The following is a quantum chemistry calculation of one molecule with the formula C6H11NO, from the Open Molecules 2025 dataset.

Summary:
SMILES   C=CCN(C)C(C)=O
Kohn-Sham gap   9.852 eV
LUMO   0.897 eV

Geometry as ORCA input:
```
! RIJCOSX wB97M-V def2-TZVPD def2/J DEFGRID3
* xyz 0 1
C 0.2639 -0.8878 1.0812
C -1.1967 1.0885 0.7515
C -1.3308 0.3429 -2.0876
N -0.6773 -0.1743 0.2515
C -0.7293 -0.6168 -1.0895
C 1.6580 -0.6779 0.4540
C 2.6436 0.0127 1.0449
O -0.5333 -1.7901 -1.4108
H 0.0531 -1.9616 1.0469
H 0.2162 -0.5246 2.1138
H 1.9061 -1.2923 -0.4103
H -0.3712 1.7784 0.9509
H -1.8882 1.5588 0.0517
H -1.7292 0.8908 1.6876
H -2.4201 0.3319 -2.0027
H -0.9430 1.3553 -1.9517
H -1.0616 0.0091 -3.0946
H 2.4775 0.5987 1.9425
H 3.6623 -0.0416 0.6708
*
```

Atomic partial charges in e from the Mulliken method, atoms 1 to 2:
1 C -0.883
2 C -0.961



c:
The following is a quantum chemistry calculation of one molecule with the formula C6H11NO, from the Open Molecules 2025 dataset.

Summary:
SMILES   C[C@H]1OC[C@H]2NC[C@@H]21
Kohn-Sham gap   9.997 eV
LUMO   0.997 eV

Geometry as ORCA input:
```
! RIJCOSX wB97M-V def2-TZVPD def2/J DEFGRID3
* xyz 0 1
C 0.8943 0.4537 -2.2441
C 0.4295 0.8258 -0.8663
C -1.5986 0.1145 -0.0403
C -0.5740 0.0346 1.0580
C 1.3206 -0.9259 1.3207
C 0.5676 -0.2796 0.1979
H 0.5895 1.1342 -3.0282
H 0.4468 -0.5031 -2.5379
H 2.0620 0.3515 -2.2214
H 0.9241 1.8444 -0.4895
H -2.5543 0.5447 0.2516
H -1.7578 -0.8516 -0.5205
H -0.5468 1.0193 1.5718
H -0.4763 -1.9632 1.5940
H 1.8678 -1.8457 1.0569
H 1.7985 -0.2060 2.0054
H 0.2152 -1.1968 -0.3799
N -0.1637 -1.0588 1.9575
O -0.9574 0.9682 -0.9449
*
```

Atomic partial charges in e from the Mulliken method, atoms 1 to 2:
1 C -1.287
2 C 0.395



b (0.0769 hartree below the next structure)



a:
The following is a quantum chemistry calculation of one molecule with the formula C6H11NO, from the Open Molecules 2025 dataset.

Summary:
SMILES   CC1=C(N)[C@@H](O)[C@H]1C
Kohn-Sham gap   8.233 eV
LUMO   0.793 eV

Geometry as ORCA input:
```
! RIJCOSX wB97M-V def2-TZVPD def2/J DEFGRID3
* xyz 0 1
C 0.0778 -2.1479 -0.1067
C -0.1920 0.4823 -2.1923
C 0.0378 0.1223 1.2077
C -0.1641 -0.6789 0.1240
N 0.2620 -0.0727 2.5065
C -0.0809 1.4223 0.4498
C -0.6954 0.3891 -0.7723
O 1.1533 2.0105 0.0171
H 1.7298 1.9810 0.7977
H 0.2622 0.7091 3.1530
H -0.0304 -0.9384 2.9492
H -0.7516 2.1814 0.8677
H -1.7776 0.5417 -0.7248
H 0.6368 -2.6075 0.7103
H 0.6025 -2.2978 -1.0555
H -0.8780 -2.6667 -0.2385
H -0.2189 1.5263 -2.5240
H 0.8436 0.1462 -2.2934
H -0.8168 -0.1023 -2.8755
*
```

Atomic partial charges in e from the Mulliken method, atoms 1 to 2:
1 C -1.216
2 C -1.430



b:
The following is a quantum chemistry calculation of one molecule with the formula C6H11NO, from the Open Molecules 2025 dataset.

Summary:
SMILES   CCO/C=C/[C@H]1CN1
Kohn-Sham gap   9.741 eV
LUMO   0.992 eV

Geometry as ORCA input:
```
! RIJCOSX wB97M-V def2-TZVPD def2/J DEFGRID3
* xyz 0 1
C -0.4987 -2.2052 2.1052
C -1.5888 -1.6740 1.1389
C -0.5172 -0.1579 -0.4213
C -0.3908 0.9945 -1.0329
C 0.8121 1.4364 -1.7875
C 1.6597 2.6159 -1.3839
H -0.6349 -1.5797 3.0437
H -0.7970 -3.2024 2.5068
H 0.4563 -2.3070 1.6830
H -1.7717 -2.3880 0.3392
H -2.5665 -1.6603 1.7145
H 0.1391 -1.0336 -0.5024
H -1.2656 1.6178 -0.9797
H 0.7513 1.2306 -2.8627
H 1.4300 3.0499 -0.4465
H 1.9737 3.2735 -2.2123
H 2.1058 1.0951 -0.2188
N 2.1958 1.2420 -1.2496
O -1.4929 -0.3477 0.5663
*
```

Atomic partial charges in e from the Mulliken method, atoms 1 to 2:
1 C -0.945
2 C -0.441



c:
The following is a quantum chemistry calculation of C6H11NO as an isolated structure, from the Open Molecules 2025 dataset.

Summary:
Kohn-Sham gap   10.088 eV
LUMO   0.889 eV

Geometry as ORCA input:
```
! RIJCOSX wB97M-V def2-TZVPD def2/J DEFGRID3
* xyz 0 1
C 1.6322 1.0998 0.5169
C 1.7551 -1.5754 -1.3524
O 1.0950 0.3793 -0.5905
H 2.7017 1.2210 0.3404
H 1.4565 0.5798 1.4640
H 1.1758 2.0909 0.5757
H 1.9448 -2.4815 -0.7942
H 2.6422 -0.9504 -1.3191
H 1.4542 -1.7476 -2.3810
C -2.2162 -0.5581 1.0204
C -1.2933 0.3227 0.2277
C -1.5194 1.6182 0.0148
C -0.1557 -0.3839 -0.3958
N -0.0786 -1.5525 -0.7811
H -2.5096 -1.4193 0.4213
H -1.7051 -0.9445 1.9089
H -3.1069 -0.0133 1.3284
H -2.4195 2.0932 0.3788
H -0.8531 2.2215 -0.5833
*
```

Atomic partial charges in e from the Mulliken method, atoms 1 to 2:
1 C -0.751
2 C -0.669



a (0.0420 hartree below the next structure)



a:
The following is a quantum chemistry calculation of C6H11NO as an isolated structure, from the Open Molecules 2025 dataset.

Summary:
Kohn-Sham gap   8.937 eV
LUMO   0.798 eV

Geometry as ORCA input:
```
! RIJCOSX wB97M-V def2-TZVPD def2/J DEFGRID3
* xyz 0 1
C -1.2727 -1.7396 0.4965
C -0.7607 0.4924 -0.6061
C -0.6083 -0.9374 -0.6101
O -1.7639 1.1039 0.1492
H -1.7766 0.7166 1.0322
H -0.7284 0.9823 -1.5751
H -0.7254 -1.3677 -1.6025
H -2.3599 -1.6312 0.4880
H -1.0438 -2.7995 0.3861
H -0.8897 -1.4304 1.4725
C 2.0841 -0.7865 0.1634
N 0.6081 2.7363 0.1447
C 0.8329 1.3831 0.0898
C 1.7382 0.5254 0.3104
H 1.2983 3.3141 -0.3106
H -0.3423 3.0109 -0.0607
H 2.2644 -1.3800 1.0581
H 0.6895 -1.1266 -0.3800
H 2.7564 -1.0662 -0.6457
*
```

Atomic partial charges in e from the Mulliken method, atoms 1 to 2:
1 C -1.536
2 C -0.392



b:
The following is a quantum chemistry calculation of C6H11NO as an isolated structure, from the Open Molecules 2025 dataset.

Summary:
Kohn-Sham gap   9.096 eV
LUMO   0.386 eV

Geometry as ORCA input:
```
! RIJCOSX wB97M-V def2-TZVPD def2/J DEFGRID3
* xyz 0 1
C 1.6218 -1.2512 0.1087
C 0.5772 -0.5694 -0.7466
C -1.3727 -0.8077 0.7932
C -0.5429 0.4562 1.2167
C 0.1701 0.6344 -0.0928
C -0.9683 0.6558 -1.0548
H 2.1256 -2.3564 -0.1407
H 2.5796 -0.9171 0.3256
H 1.2186 -1.2968 1.1148
H 0.8878 -0.2444 -1.7807
H -2.4318 -0.8096 0.4007
H -1.1988 -1.9018 1.1617
H -0.8631 1.4752 1.7336
H 0.2202 0.2050 1.8595
H 2.0456 1.2063 0.4525
H -0.5667 0.8203 -1.9169
H -1.9355 0.9637 -1.0910
N -0.8809 -0.8721 -0.6518
O 0.8968 1.7814 0.1371
*
```

Atomic partial charges in e from the Mulliken method, atoms 1 to 2:
1 C -1.501
2 C 0.669



c:
The following is a quantum chemistry calculation of a 2-piece molecular cluster, C6H11NO overall, from the Open Molecules 2025 dataset.

Summary:
SMILES   C=C=NCO.C=CC
Kohn-Sham gap   9.002 eV
LUMO   0.682 eV

Geometry as ORCA input:
```
! RIJCOSX wB97M-V def2-TZVPD def2/J DEFGRID3
* xyz 0 1
C -0.2818 1.0799 -0.2109
C 1.0397 1.2138 0.2160
C -1.4165 1.5266 0.6822
C -0.7058 -1.0082 -0.3596
C 1.3564 -1.3982 0.5618
C -1.6573 -1.1986 -1.2556
O 2.0203 -1.6489 -0.6557
N 0.0173 -1.5187 0.5568
H 2.9710 -1.5707 -0.5137
H -0.4482 1.1418 -1.2790
H 1.8482 -1.8415 1.4292
H -2.3750 1.1307 0.3498
H 1.2380 1.6777 1.1788
H 1.4136 -0.1263 0.6913
H 1.8262 1.3140 -0.5240
H -1.2547 1.1929 1.7090
H -1.4881 2.6191 0.6908
H -1.9523 -2.2077 -1.5140
H -2.1509 -0.3777 -1.7533
*
```

Atomic partial charges in e from the Mulliken method, atoms 1 to 2:
1 C -0.064
2 C -1.048



d:
The following is a quantum chemistry calculation of one molecule with the formula C6H11NO, from the Open Molecules 2025 dataset.

Summary:
SMILES   OC[C@@H]1CC[C@@H]2N[C@@H]12
Kohn-Sham gap   9.386 eV
LUMO   0.966 eV

Geometry as ORCA input:
```
! RIJCOSX wB97M-V def2-TZVPD def2/J DEFGRID3
* xyz 0 1
C 1.8306 -0.6653 0.2438
C 0.6168 -0.2219 -0.5000
C 0.0160 1.2835 -0.1967
C -1.4626 1.1224 0.3524
C -1.7456 -0.1951 -0.3599
C -0.5526 -0.9362 0.1713
H 3.0198 0.5761 -0.6062
H 1.8825 -1.7638 0.3225
H 1.5612 -0.4006 1.2818
H 0.6049 -0.4224 -1.6385
H 0.6970 1.7105 0.6145
H 0.0511 1.9435 -1.0835
H -1.4259 0.9677 1.5179
H -2.2163 1.8918 0.0101
H -1.7153 0.0463 -1.4656
H -2.2567 -2.0501 0.5224
H -0.3428 -0.9734 1.1895
N -1.6554 -1.6813 -0.2521
O 3.0933 -0.2319 -0.1237
*
```

Atomic partial charges in e from the Mulliken method, atoms 1 to 2:
1 C -0.683
2 C 0.110



c (0.0084 hartree below the next structure)



a:
The following is a quantum chemistry calculation of one molecule with the formula C6H11NO, from the Open Molecules 2025 dataset.

Summary:
SMILES   CC1(C)CCN1C=O
Kohn-Sham gap   10.070 eV
LUMO   0.866 eV

Geometry as ORCA input:
```
! RIJCOSX wB97M-V def2-TZVPD def2/J DEFGRID3
* xyz 0 1
C -0.5607 -1.7600 -1.3281
C -0.0958 0.1726 1.4872
C -1.1028 -0.7899 0.9949
C 0.3761 0.4985 0.0628
C -0.4788 1.5483 -0.6304
C 1.8171 0.5004 -0.2686
N -0.3704 -0.9883 -0.2259
O 0.0766 -1.5837 -2.3354
H -1.1480 -2.6724 -1.0989
H -0.4056 0.8647 2.2138
H 0.6183 -0.4925 1.9549
H -1.1916 -1.7212 1.5609
H -2.0727 -0.3127 0.8071
H -0.4201 2.5915 -0.1564
H -1.4978 1.1544 -0.3741
H -0.0405 1.5913 -1.6349
H 1.9896 0.5880 -1.3639
H 2.1504 -0.5600 -0.0115
H 2.3566 1.3707 0.3469
*
```

Atomic partial charges in e from the Mulliken method, atoms 1 to 2:
1 C 0.021
2 C -0.640



b:
The following is a quantum chemistry calculation of C6H11NO as an isolated structure, from the Open Molecules 2025 dataset.

Summary:
Kohn-Sham gap   7.275 eV
LUMO   0.634 eV

Geometry as ORCA input:
```
! RIJCOSX wB97M-V def2-TZVPD def2/J DEFGRID3
* xyz 0 1
C -0.8202 0.6237 0.0657
C -0.3033 1.9437 -0.4703
C 0.6926 -1.3353 1.5429
C -0.9177 -0.4954 -0.8167
C 0.9069 -0.3658 0.4166
N -2.0047 -1.0132 -1.3984
C 2.0846 0.2488 0.1869
O 0.2123 -1.1055 -0.9349
H -1.6509 0.7352 0.7649
H -2.8502 -0.4759 -1.4713
H -1.9646 -1.9193 -1.8394
H -1.1122 2.6571 -0.6515
H 0.4023 2.3798 0.2461
H 0.2427 1.8135 -1.4050
H 1.1925 -2.2835 1.3346
H -0.3636 -1.5345 1.7256
H 1.1189 -0.9125 2.4544
H 2.8459 0.2201 0.9557
H 2.2888 0.8191 -0.7059
*
```

Atomic partial charges in e from the Mulliken method, atoms 1 to 2:
1 C -0.308
2 C -1.360



c:
The following is a quantum chemistry calculation of one molecule with the formula C6H11NO, from the Open Molecules 2025 dataset.

Summary:
SMILES   C=C[C@@H](C)/C(O)=C/N
Kohn-Sham gap   8.171 eV
LUMO   0.870 eV

Geometry as ORCA input:
```
! RIJCOSX wB97M-V def2-TZVPD def2/J DEFGRID3
* xyz 0 1
C -1.1634 -0.0200 -1.1215
C 0.8882 1.2230 1.1665
C -0.9869 -0.1469 0.2061
N -2.4045 -0.0690 -1.7429
C 0.3261 -0.1719 0.9273
C 1.1544 -1.0559 -0.0738
C 2.3255 -0.7215 -0.5892
O -2.1230 -0.1850 1.0149
H -1.8453 -0.1776 1.9362
H -0.3169 0.0409 -1.7862
H -2.4832 0.4850 -2.5833
H -3.1632 0.0667 -1.0880
H 0.2442 -0.7476 1.8600
H 0.7745 -2.0623 -0.1966
H 0.2391 1.7716 1.8476
H 0.9605 1.7891 0.2402
H 1.8908 1.1594 1.5905
H 2.9233 -1.4352 -1.1320
H 2.7597 0.2572 -0.4759
*
```

Atomic partial charges in e from the Mulliken method, atoms 1 to 2:
1 C -0.356
2 C -1.485



c (0.0142 hartree below the next structure)